This record from OMol25 describes a cluster of 2 separate species, CH3Br2IOSi in total at a distorted geometry. The level of theory is the ωB97M-V functional and the def2-TZVPD basis.

Cartesian coordinates (Å):
C1 -0.984 0.632 -0.070
O1 0.079 -0.137 -0.578
Si1 1.646 -0.372 -0.173
Br1 2.853 -0.385 -1.986
Br2 -2.156 -3.081 1.247
I1 2.509 1.266 1.531
H1 -1.540 -0.161 0.426
H2 -1.606 0.803 -1.021
H3 -0.801 1.434 0.622

Cartesian forces (eV/Å) of the 6 atoms listed first:
-2.313 -2.192 -1.868
2.289 0.401 -0.142
-0.729 0.013 0.929
0.352 0.088 -0.599
0.033 0.011 -0.011
-0.261 -0.196 -0.398

Computed properties:
multiplicity: 1
total charge: 0
frontier orbital gap (alpha / beta): 4.1 / 8.4 eV
LUMO energy (alpha / beta): -3.89 / -1.55 eV
energy above the lowest of the compared OMol25 structures with the same formula, charge and spin: 383.6 kJ/mol
HOMO level (alpha / beta): -7.9527 / -9.9532 eV

Results of the natural (NBO) charge analysis, in e, for atoms 1 through 5:
1 C -0.257
2 O -0.934
3 Si 1.161
4 Br -0.301
5 Br -0.003

=====

This record from OMol25 describes a structure of composition C20H40AlBBr3ClF3MgN4O13PS3 at a distorted geometry. The level of theory is the ωB97M-V functional and the def2-TZVPD basis.

Cartesian coordinates (Å):
N1 -1.078 4.396 0.206
C1 -1.395 2.944 -0.189
C2 0.054 2.268 -0.644
C3 0.036 0.630 -0.694
C4 0.753 -0.122 0.568
C5 2.387 0.206 0.712
P1 2.405 0.870 2.544
S1 1.297 2.446 2.808
O1 3.013 1.056 -0.330
S2 3.331 0.175 -1.792
O2 4.814 0.408 -2.162
O3 2.602 0.624 -3.091
O4 2.881 -1.351 -1.091
C6 3.021 -1.268 0.402
C7 4.606 -1.587 0.589
C8 5.371 -0.806 1.803
C9 5.965 0.687 1.393
C10 7.138 0.651 0.249
S3 7.404 2.369 -0.542
O5 8.560 3.134 0.209
O6 6.145 3.267 -0.484
Cl1 7.883 2.198 -2.609
H1 -0.127 4.585 -0.231
H2 -1.717 5.047 -0.342
H3 -2.041 3.040 -1.188
H4 -1.951 2.344 0.648
H5 0.216 2.631 -1.770
H6 0.977 2.715 -0.049
H7 0.444 0.163 -1.700
H8 -1.115 0.315 -0.657
H9 0.166 0.089 1.579
H10 0.617 -1.293 0.381
H11 2.014 -0.279 3.368
H12 3.744 1.220 2.993
H13 2.516 -2.232 0.892
H14 5.268 -1.444 -0.385
H15 4.691 -2.752 0.839
H16 6.338 -1.457 2.062
H17 4.751 -0.788 2.823
H18 5.138 1.471 1.125
H19 6.486 1.094 2.387
H20 6.939 -0.070 -0.650
H21 8.172 0.368 0.719
Al1 3.018 4.131 2.353
B1 -6.219 2.403 0.507
O7 -4.981 1.723 0.903
C11 -4.880 1.828 2.235
O8 -3.960 1.366 2.890
C12 -6.007 2.555 2.752
O9 -6.214 2.822 3.925
O10 -6.819 2.909 1.746
F1 -7.122 1.463 -0.138
F2 -5.919 3.506 -0.391
C13 -3.226 -2.980 -1.001
C14 -1.817 -2.455 -0.955
O11 -1.445 -1.661 -0.094
N2 -0.939 -2.884 -1.906
C15 -1.175 -3.804 -2.992
H22 -3.803 -2.546 -0.179
H23 -3.701 -2.696 -1.944
H24 -3.224 -4.067 -0.886
H25 -0.013 -2.485 -1.805
H26 -0.485 -4.644 -2.880
H27 -0.957 -3.285 -3.929
H28 -2.201 -4.175 -3.010
C16 2.489 -0.328 6.733
O12 2.268 -1.275 5.995
N3 2.366 0.950 6.332
N4 2.876 -0.478 8.012
H29 2.543 1.743 6.925
H30 2.077 1.107 5.376
H31 2.981 -1.424 8.354
H32 3.062 0.290 8.636
Br1 8.529 1.890 -5.253
Br2 -2.514 2.938 1.961
F3 -0.688 -1.060 -2.913
C17 -7.390 -1.310 -4.207
C18 -6.900 -2.535 -4.935
C19 -5.661 -2.898 -4.146
O13 -5.889 -2.475 -2.795
C20 -7.056 -1.641 -2.769
H33 -8.452 -1.102 -4.361
H34 -6.818 -0.432 -4.531
H35 -7.643 -3.337 -4.853
H36 -6.696 -2.365 -5.995
H37 -4.781 -2.363 -4.520
H38 -5.451 -3.971 -4.165
H39 -7.863 -2.211 -2.296
H40 -6.859 -0.749 -2.168
Mg1 2.924 1.931 -4.316
Br3 1.920 -3.879 0.000

Cartesian forces (eV/Å) of the 6 atoms listed first:
0.784 0.429 -2.296
3.091 3.416 -4.300
0.273 -0.738 -0.418
-0.800 -0.076 0.557
-0.718 -0.158 -0.620
-1.176 -2.859 -0.579

Computed properties:
multiplicity: 1
total charge: 0
frontier orbital gap: 2.2 eV
LUMO energy: -5.22 eV
HOMO level: -7.3687 eV

Results of the Löwdin charge analysis, in e, for atoms 1 through 5:
1 N -0.125
2 C -0.333
3 C -0.156
4 C -0.175
5 C -0.164

=====

For the records above, the corresponding calculated total energy values read -159196.5465 -339265.9324 eV.